# 1
Density functional theory data (ωB97M-V with the def2-TZVPD basis set) for a molecular structure, C12H20AsBF6MgO12 at a distorted geometry.

XYZ file:
```
53
Properties=species:S:1:pos:R:3:forces:R:3
Mg -0.761 -0.862 0.713 -0.820 -1.166 -0.393
O 0.915 2.267 -1.420 0.277 2.667 -1.450
C 1.187 3.324 -2.039 1.620 -3.461 1.011
O 2.155 3.393 -2.979 -1.766 0.551 1.880
B 2.171 4.814 -3.453 0.487 0.373 -0.053
O 0.896 5.396 -2.956 0.617 -0.084 1.655
C 0.466 4.672 -1.915 -3.607 -0.039 -1.903
O -0.636 4.816 -1.376 2.823 -0.087 -0.229
O 2.193 4.836 -4.890 1.153 0.437 -0.715
C 3.337 5.398 -5.321 0.664 0.717 -2.858
O 3.646 5.592 -6.504 -0.868 -0.753 3.478
C 4.151 5.905 -4.065 0.630 2.212 0.476
O 3.383 5.572 -2.984 0.520 -0.264 -1.248
O 5.132 6.662 -4.079 -2.850 -2.789 0.159
As 2.553 -0.244 4.852 0.483 1.876 0.987
F 1.296 -0.367 3.511 0.265 -0.184 0.120
F 3.358 -1.625 4.146 -0.508 0.253 0.586
F 3.646 -0.145 6.300 -0.867 -0.110 -2.235
F 1.711 1.221 5.390 0.539 -0.933 -0.475
F 1.481 -1.176 5.881 0.354 -0.123 -0.916
F 3.554 0.785 3.768 -0.911 -1.042 1.196
C -2.090 -1.925 -2.479 0.580 0.698 0.431
O -2.461 -1.153 -1.271 1.208 -2.289 0.207
C -3.408 -0.156 -1.499 -0.071 2.228 0.206
C -4.023 0.286 -0.171 -0.413 -1.206 -0.078
O -2.983 0.374 0.798 1.879 -0.072 0.563
C -3.185 1.357 1.834 -0.538 0.181 0.676
H -1.465 -1.275 -3.092 -0.144 0.023 -0.191
H -2.932 -2.297 -3.062 -0.288 0.299 0.371
H -1.478 -2.779 -2.189 -0.157 0.122 0.380
H -4.192 -0.474 -2.187 0.059 -0.031 -0.019
H -2.869 0.714 -1.874 -0.130 0.119 -0.615
H -4.742 -0.492 0.088 0.054 -0.211 0.631
H -4.609 1.205 -0.171 0.402 0.215 -0.549
H -2.320 1.540 2.472 0.515 -0.472 -0.497
H -3.940 0.983 2.525 -0.319 0.143 -0.182
H -3.449 2.336 1.434 -0.175 -0.190 -0.265
C 2.185 -2.525 -0.628 1.651 0.860 0.604
O 1.023 -2.768 0.178 -0.566 0.526 -0.760
C 1.105 -4.050 0.779 -0.326 -0.216 1.314
C -0.009 -4.233 1.849 1.669 -0.094 0.573
O -1.103 -3.381 1.644 -2.067 0.376 0.679
C -2.214 -3.845 2.518 -0.470 -0.236 -0.806
H 3.037 -2.310 0.018 -0.103 0.288 0.554
H 2.087 -1.622 -1.230 -0.491 -0.305 -0.194
H 2.619 -3.361 -1.175 -1.126 -0.357 -0.451
H 2.076 -4.152 1.265 0.059 0.180 0.289
H 1.097 -4.867 0.057 -0.455 0.295 -0.496
H 0.299 -4.037 2.876 0.815 0.241 -0.077
H -0.247 -5.296 1.893 -0.632 -0.065 -0.496
H -2.434 -4.882 2.266 -0.155 0.092 -0.626
H -3.088 -3.214 2.355 0.209 -0.016 -0.361
H -2.120 -3.936 3.600 1.293 0.823 0.111
```
Positions in Å, forces in eV/Å.

Calculated values
Total energy, Eh: -4432.169589
Highest occupied orbital energy, eV: -9.0

Atomic partial charges in e from the Mulliken method, atoms 1 to 8:
1 Mg 2.06
2 O -0.68
3 C 0.57
4 O -0.52
5 B 0.96
6 O -0.45
7 C 0.59
8 O -0.60

# 2
Density functional theory data (ωB97M-V with the def2-TZVPD basis set) for a molecular structure, C12H20Cl2MoN2Se at a distorted geometry.

XYZ file:
```
38
Properties=species:S:1:pos:R:3:forces:R:3
Mo 0.583 -1.281 1.832 1.547 -1.209 0.073
Cl 1.920 -3.164 1.849 0.291 -0.640 0.493
Cl -1.548 -1.882 1.438 -1.497 0.039 -0.281
C -0.523 -0.002 -2.879 -0.525 -0.004 -0.934
H -1.198 -0.187 -3.723 0.159 -1.503 0.592
H -0.994 0.208 -1.934 -0.120 1.459 -0.072
C 1.525 -0.640 0.382 0.406 0.812 -2.056
C 0.804 -0.028 -3.035 1.568 -0.117 1.105
H 0.993 0.059 -0.294 -0.234 -0.361 0.363
C 1.655 -1.190 -3.494 -0.102 0.526 -1.256
H 1.461 0.759 -2.602 -0.603 -0.792 1.074
C 2.135 -2.136 -2.341 -0.013 0.072 0.002
H 1.080 -1.800 -4.217 0.397 0.144 0.200
H 2.556 -0.769 -3.969 -0.147 -0.399 -0.145
C 3.225 -1.643 -1.347 0.111 -0.061 0.156
H 1.255 -2.585 -1.831 0.523 0.360 -0.115
H 2.672 -2.962 -2.852 -0.562 0.290 0.047
C 2.937 -0.709 -0.125 0.395 -0.270 0.301
H 3.660 -2.569 -0.927 -0.208 0.404 -0.180
H 4.034 -1.155 -1.921 -0.262 -0.285 0.068
H 3.614 -1.003 0.688 -0.119 -0.196 -0.213
H 3.252 0.321 -0.345 -0.212 -0.038 -0.240
C -2.088 0.358 4.170 -0.121 -0.094 0.553
N -2.375 1.098 2.960 0.247 0.214 -0.792
C -3.637 1.387 2.466 0.580 -0.011 -0.050
C -3.463 1.987 1.266 0.316 -0.209 0.515
N -2.096 2.062 1.030 0.045 -0.542 0.785
C -1.519 2.590 -0.195 0.115 0.202 -0.269
C -1.425 1.490 2.075 -0.739 0.022 0.229
Se 0.430 1.153 2.329 -0.977 1.936 0.147
H -2.868 0.594 4.896 0.099 -0.079 -0.010
H -1.112 0.660 4.566 -0.313 -0.005 -0.169
H -2.077 -0.722 3.980 -0.023 0.252 -0.098
H -4.520 1.145 3.026 -0.116 -0.003 -0.048
H -4.198 2.369 0.589 -0.004 0.110 -0.221
H -1.312 1.790 -0.921 -0.079 0.303 0.369
H -2.252 3.287 -0.634 0.424 -0.235 0.189
H -0.586 3.111 0.044 -0.248 -0.093 -0.111
```
Positions in Å, forces in eV/Å.

Calculated values
Spin multiplicity: 3
Total energy, Eh: -3968.662144
<S²>: 2.12
Highest occupied orbital energy (spin up / spin down), eV: -7.1 / -7.2

Atomic partial charges in e from the Mulliken method, atoms 1 to 8:
1 Mo -0.62
2 Cl -0.49
3 Cl -0.56
4 C -0.56
5 H 0.23
6 H 0.12
7 C 0.92
8 C -0.17

# 3
Density functional theory data (ωB97M-V with the def2-TZVPD basis set) for a molecular structure, C12H20LiN5O10P2S.

XYZ file:
```
51
Properties=species:S:1:pos:R:3:forces:R:3
Li -0.035 0.307 -0.357 -0.107 -0.217 0.760
C -0.189 -4.620 4.269 -0.017 -0.009 0.038
C 0.300 -4.653 2.823 0.010 0.008 -0.054
N 0.834 -3.392 2.368 -0.013 -0.055 -0.015
C 0.019 -2.303 2.085 -0.002 0.264 0.264
S -1.600 -2.539 1.612 0.163 0.016 -0.037
N 0.667 -1.162 2.329 -0.317 -0.079 -0.208
N 0.056 -0.045 1.839 0.234 -0.144 0.019
C 0.397 1.051 2.408 -0.133 0.305 -0.101
C 1.350 1.127 3.567 0.053 -0.012 0.014
C -0.157 2.309 1.833 0.043 -0.144 0.054
C 0.645 3.447 1.733 0.043 0.040 0.043
C 0.142 4.579 1.123 0.002 0.004 -0.021
C -1.153 4.554 0.631 -0.010 -0.015 0.035
C -1.880 3.384 0.790 0.028 -0.031 0.043
N -1.414 2.293 1.385 -0.062 0.065 0.008
H -0.581 -5.594 4.578 0.003 0.004 -0.009
H 0.620 -4.345 4.951 0.005 -0.006 -0.001
H -0.986 -3.881 4.361 0.010 0.000 -0.013
H 1.076 -5.415 2.699 0.019 -0.008 0.015
H -0.529 -4.907 2.163 0.014 -0.003 0.013
H 1.691 -3.083 2.807 0.001 -0.035 -0.016
H 1.100 0.349 4.289 -0.009 0.001 0.007
H 2.376 0.926 3.244 -0.015 -0.014 -0.010
H 1.313 2.106 4.047 -0.004 -0.017 0.000
H 1.668 3.415 2.085 -0.003 0.011 0.002
H 0.764 5.459 1.001 -0.002 0.000 -0.002
H -1.583 5.402 0.115 0.001 -0.008 -0.008
H -2.894 3.316 0.409 -0.008 -0.005 -0.004
C -0.265 0.023 -4.654 -0.016 -0.025 -0.007
C 0.582 0.595 -3.524 0.017 -0.067 0.085
O 1.732 1.267 -4.099 0.078 -0.131 -0.093
P 1.346 -0.777 -2.514 0.393 0.131 -0.026
O 2.743 -0.948 -3.298 -0.132 -0.244 0.209
O 0.705 -2.168 -2.895 -0.212 0.018 -0.027
O 1.536 -0.498 -1.069 -0.037 -0.131 -0.452
P -0.306 2.002 -2.630 0.213 0.028 0.099
O -1.878 1.746 -2.867 0.039 0.172 -0.088
O 0.085 3.178 -3.478 -0.002 -0.051 0.062
O 0.032 1.971 -1.170 -0.170 0.177 -0.383
H 0.363 -0.589 -5.305 -0.021 -0.023 -0.001
H -0.693 0.845 -5.230 0.016 -0.001 -0.008
H -1.078 -0.592 -4.269 -0.009 0.007 -0.021
H 1.455 2.208 -4.079 0.008 0.206 -0.023
H 2.956 -0.073 -3.656 0.000 0.194 -0.118
H -0.229 -2.290 -2.585 0.106 0.016 0.041
H -2.224 1.104 -2.230 -0.067 -0.116 0.119
O -3.351 -0.776 -1.786 -0.403 0.143 0.079
N -2.245 -1.280 -1.895 0.442 -0.144 -0.237
O -2.064 -2.388 -2.431 -0.013 -0.243 -0.068
O -1.221 -0.647 -1.524 -0.158 0.172 0.043
```
Positions in Å, forces in eV/Å.

Calculated values
Total energy, Eh: -2584.179561
Charge: -2
Highest occupied orbital energy, eV: -1.5

Atomic partial charges in e from the Mulliken method, atoms 1 to 8:
1 Li 1.02
2 C -0.96
3 C -0.72
4 N -0.23
5 C 0.18
6 S -0.49
7 N -0.92
8 N 0.27

# 4
Density functional theory data (ωB97M-V with the def2-TZVPD basis set) for a molecular structure, C12H20MgN2O at a distorted geometry.

XYZ file:
```
36
Properties=species:S:1:pos:R:3:forces:R:3
C 1.598 -2.121 -1.853 0.029 0.932 0.651
C 1.718 -0.595 -1.619 0.103 -0.218 -0.654
C 0.372 0.149 -1.652 0.219 -0.909 0.043
C -0.745 -0.477 -0.789 -0.595 0.831 -0.072
C -2.100 0.015 -1.360 0.577 -0.162 -0.284
C -0.598 -0.165 0.746 -0.730 -0.520 -0.537
C 0.315 -1.181 1.323 -0.153 1.549 -0.329
N 1.118 -1.869 1.753 0.320 -0.922 0.354
C -1.983 -0.407 1.461 0.839 -0.855 1.123
C -2.416 -1.801 1.267 -0.074 2.086 -0.778
N -2.788 -2.808 0.862 -1.116 -2.582 0.162
C -0.214 1.297 1.068 0.464 -0.091 -0.339
C 1.292 1.540 1.356 -0.537 2.045 0.371
C 1.770 2.885 0.759 0.555 -0.996 -0.084
O 1.445 1.632 2.767 0.365 -1.036 -0.021
H 2.575 -2.494 -2.154 -0.172 -0.216 -0.109
H 1.334 -2.588 -0.899 -0.062 -0.281 -0.245
H 0.838 -2.321 -2.612 0.168 -0.200 -0.036
H 2.304 -0.411 -0.717 -0.129 0.025 -0.001
H 2.306 -0.202 -2.455 0.019 0.155 0.205
H 0.502 1.213 -1.444 -0.072 -0.084 0.128
H 0.010 0.101 -2.683 0.079 0.004 0.052
H -0.758 -1.569 -0.888 0.325 0.083 -0.125
H -2.217 1.098 -1.272 -0.184 -0.104 0.231
H -2.071 -0.183 -2.434 -0.110 -0.010 0.082
H -2.968 -0.530 -0.980 -0.039 0.279 0.109
H -1.783 -0.307 2.535 -0.160 0.066 -0.014
H -2.748 0.319 1.187 -0.177 -0.314 -0.230
H -0.781 1.632 1.939 0.200 0.007 0.026
H -0.508 1.949 0.241 -0.219 -0.300 -0.040
H 1.953 0.776 0.953 -0.211 -0.324 0.360
H 2.856 2.891 0.886 -0.080 0.200 0.001
H 1.378 3.742 1.310 -0.277 -0.007 -0.274
H 1.584 2.931 -0.316 -0.160 0.294 0.129
H 1.163 2.506 3.049 0.068 0.129 0.005
Mg -3.753 -4.643 0.664 0.928 1.447 0.141
```
Positions in Å, forces in eV/Å.

Calculated values
Total energy, Eh: -853.374090
Charge: +2
Highest occupied orbital energy, eV: -15.0

Atomic partial charges in e from the Mulliken method, atoms 1 to 8:
1 C -1.25
2 C -0.22
3 C -1.03
4 C 0.18
5 C -1.74
6 C 2.16
7 C -0.76
8 N -0.48